Record 1
174
Properties=species:S:1:pos:R:3 method="wB97M-V/def2-TZVPD" energy_ha=-3096.8364 max_force_ev_per_a=6.1 relative_energy_kj_mol=0.0 charge=+1 spin_multiplicity=2 gap_ev="6.448 / 2.505"
O -0.816 2.664 2.314
O 2.602 -0.120 2.194
O -1.630 -4.505 -0.138
O 1.042 -5.634 -2.083
O -0.187 0.051 1.062
O 1.827 4.067 -1.554
O -6.540 -0.637 -3.779
O 3.686 -7.576 2.313
N 0.823 -5.592 0.109
N 3.571 0.588 1.504
N -0.098 -2.154 1.575
N -1.818 -4.840 -2.284
N 2.550 -6.623 -0.785
N -0.818 -1.510 -0.410
N 2.823 -6.509 2.617
N -5.903 0.607 -3.448
N 2.031 3.200 -2.645
N -3.539 -4.286 -1.114
N -1.971 3.143 1.791
C 5.639 0.533 0.125
C 1.093 1.645 -4.339
C 2.776 5.146 -4.230
C 2.595 2.799 2.250
C 3.043 3.733 -3.586
C 1.635 -6.792 3.420
C 2.036 -7.347 4.823
C -8.113 1.745 -3.210
C -0.354 3.541 -3.480
C -4.256 1.946 -2.098
C 0.776 -7.808 2.657
C -2.284 -4.568 -1.109
C -3.208 5.008 0.582
C 4.713 -0.302 1.100
C 3.596 -5.211 2.920
C -1.436 5.539 2.451
C 4.511 -4.828 1.748
C -0.842 4.684 0.189
C 0.744 2.568 -3.158
C -5.916 3.126 -3.717
C 2.001 2.213 -5.425
C -3.158 2.663 2.546
C 3.870 1.966 2.158
C 6.113 1.934 0.648
C 3.322 2.742 -4.777
C 4.057 -1.431 0.259
C -6.866 1.750 -5.473
C 0.356 1.547 -2.033
C 2.598 -4.069 3.053
C -4.179 -0.594 -2.344
C -5.076 0.640 -2.247
C -0.378 -1.155 0.785
C 4.454 2.020 3.659
C -6.706 1.799 -3.918
C -3.266 1.142 2.223
C 0.691 -5.593 3.734
C -4.454 3.297 1.910
C 4.452 -5.262 4.263
C -3.076 2.747 4.089
C 5.522 -0.889 2.219
C -4.434 4.759 1.503
C -5.954 0.498 -0.958
C -5.199 3.157 -2.353
C 4.914 2.731 1.165
C 4.413 3.889 -2.850
C 1.419 -5.955 -1.012
C 1.455 -4.327 4.110
C -1.865 4.561 1.324
H 6.530 -0.040 -0.130
H -5.246 3.423 -4.524
H -1.241 -2.417 -0.545
H 2.068 -3.783 2.144
H -8.709 2.657 -3.239
H -5.333 4.948 0.916
H -4.045 -4.206 -0.243
H 6.796 1.674 1.456
H -3.257 3.770 4.419
H 2.787 3.825 2.562
H 2.404 -6.542 5.459
H -0.513 4.313 -2.727
H 4.008 1.256 4.296
H -3.764 2.090 -1.136
H 1.384 2.970 -5.910
H -2.501 -5.080 -2.989
H 3.726 5.589 -4.531
H -0.254 -7.968 2.975
H 3.768 -4.892 5.026
H 1.945 4.993 -4.918
H 4.358 2.949 4.221
H -1.306 6.524 2.002
H 3.974 -7.783 3.205
H 0.122 -5.241 2.874
H -0.273 -3.110 1.299
H 0.059 -1.941 2.550
H 0.792 -7.581 1.591
H -3.502 -0.788 -1.512
H 1.349 -8.735 2.679
H -4.782 2.798 0.998
H 5.532 1.860 3.633
H 4.726 3.177 -2.087
H -4.378 5.340 2.423
H 6.821 2.399 -0.038
H 3.126 -3.187 3.415
H 5.282 3.547 1.787
H -0.619 1.857 1.832
H -3.027 6.058 0.355
H 2.850 -8.070 4.849
H 1.716 0.888 -3.862
H 0.179 4.485 0.515
H -8.693 0.972 -3.714
H -0.139 -5.294 0.032
H -0.818 -4.906 -2.412
H 1.959 2.862 1.367
H -6.840 -0.118 -1.111
H 5.390 -4.706 4.267
H 2.978 -6.581 0.129
H -5.967 1.377 -5.964
H -4.565 4.044 -2.327
H 3.759 3.378 -5.546
H -3.371 4.470 -0.353
H 1.793 -4.317 5.147
H 3.852 -4.464 0.960
H 1.172 -5.945 0.988
H 3.252 -1.043 -0.366
H -2.267 5.674 3.143
H 2.369 1.632 -6.271
H 0.302 1.227 -4.962
H 4.333 4.817 -2.285
H 0.736 -3.510 4.170
H -1.050 -0.755 -1.039
H -4.689 -1.549 -2.469
H -0.461 0.888 -2.328
H -3.498 1.989 -2.880
H -0.531 5.203 2.956
H -1.140 4.016 -0.619
H -7.992 1.411 -2.179
H -5.232 3.138 2.657
H 4.642 -6.329 4.384
H 5.179 0.790 -0.829
H 1.301 1.136 -1.679
H 4.034 1.957 -4.523
H 5.200 3.963 -3.601
H 2.925 -7.038 -1.626
H -2.640 0.600 2.932
H -3.206 0.823 1.182
H -0.044 2.030 -1.142
H -7.082 2.724 -5.911
H -4.243 0.852 2.609
H -2.055 2.551 4.418
H -5.951 3.246 -1.569
H 5.211 -4.021 1.968
H -3.966 -4.061 -2.001
H -7.714 1.168 -5.836
H 2.421 3.705 -0.892
H -0.043 -5.843 4.500
H 6.271 -1.637 1.956
H -6.496 4.048 -3.693
H 4.436 3.139 0.274
H -0.129 4.059 -4.412
H 4.838 -1.310 2.955
H 1.212 -7.784 5.388
H 2.322 5.816 -3.499
H -5.336 0.261 -0.091
H 4.799 -2.085 -0.199
H 3.453 -2.098 0.874
H -0.888 5.639 -0.335
H -3.633 2.082 4.750
H -3.462 -0.497 -3.160
H 5.042 -5.664 1.293
H 1.784 -0.032 1.699
H -6.045 -1.007 -4.514
H -1.262 2.943 -3.554
H 6.038 -0.084 2.743
H 1.979 2.321 3.012
H -6.492 1.430 -0.783

=====

Record 2
160
Properties=species:S:1:pos:R:3 method="wB97M-V/def2-TZVPD" energy_ha=-5491.1778 max_force_ev_per_a=3.3 relative_energy_kj_mol=278.4 charge=+2 gap_ev=6.002
Br 3.337 -9.538 -22.587
P -2.094 -4.386 -19.341
P 9.698 -6.253 -25.231
P 3.707 -16.385 -18.292
C 9.960 -1.602 -23.496
C -0.018 -16.963 -17.435
C 8.781 -7.194 -26.592
C -0.635 -5.274 -18.714
C 11.190 -5.356 -25.898
C 4.674 -17.404 -20.724
C -0.663 -4.001 -23.255
C 12.367 -6.321 -25.890
C 10.859 -7.873 -20.180
C 8.501 -5.040 -24.635
C 3.984 -14.494 -14.553
C 3.210 -15.214 -15.632
C 4.870 -16.271 -19.684
C 5.514 -19.428 -16.061
C 1.990 -16.486 -19.054
C 5.598 -17.142 -21.908
C 9.038 -3.965 -23.625
C -4.544 -7.821 -19.904
C 3.869 -17.940 -17.426
C 1.771 -4.906 -17.911
C 10.131 -7.566 -23.978
C -1.617 -2.139 -17.803
C 3.388 -14.961 -13.184
C 6.996 -17.633 -21.519
C -1.490 -4.592 -22.032
C -2.732 -3.211 -18.146
C -0.846 -16.214 -16.369
C -2.044 -1.137 -16.738
C 10.356 -8.148 -21.563
C 10.035 -9.508 -26.868
C 9.523 -8.203 -27.497
C 9.310 -2.691 -24.330
C 10.425 -6.927 -22.548
C -5.057 -8.797 -21.013
C 14.858 -6.589 -26.518
C -3.400 -5.671 -19.467
C 3.890 -15.062 -17.046
C -0.659 -4.919 -24.487
C 0.699 -4.651 -18.997
C 13.616 -5.661 -26.558
C 1.632 -6.332 -17.339
C 10.152 -10.622 -27.879
C -3.376 -6.997 -20.229
C 5.157 -18.012 -16.654
C -2.234 -1.848 -15.354
C -1.686 -3.611 -20.914
C 0.722 -15.948 -18.308
C 4.508 -19.924 -15.091
H 7.748 -17.397 -22.271
H -3.355 -5.921 -18.407
H 4.753 -18.403 -20.295
H 7.784 -5.723 -24.179
H 8.955 -8.477 -28.385
H 4.942 -14.891 -16.816
H 0.699 -3.578 -19.192
H 11.945 -7.791 -20.218
H 8.161 -4.594 -25.570
H 6.508 -19.369 -15.618
H 13.717 -4.688 -26.077
H 10.940 -1.996 -23.227
H 3.645 -17.423 -21.083
H -1.447 -15.447 -16.857
H 10.715 -9.055 -22.051
H 15.348 -6.589 -25.544
H 2.781 -4.761 -18.295
H 8.158 -3.795 -23.005
H 10.507 -8.483 -19.347
H 9.452 -9.891 -26.031
H -0.625 -2.469 -17.498
H 10.262 -0.664 -23.961
H 3.795 -13.421 -14.585
H -5.882 -9.348 -20.563
H -2.499 -1.191 -14.526
H 9.753 -6.146 -22.194
H 3.527 -14.164 -17.546
H -5.335 -8.200 -21.881
H 3.987 -15.816 -12.871
H 2.373 -6.539 -16.567
H -1.035 -5.467 -21.567
H 2.018 -17.537 -19.343
H -0.761 -3.048 -20.786
H 0.892 -15.024 -17.755
H 10.552 -6.845 -19.989
H 0.638 -17.763 -17.092
H 0.641 -6.453 -16.901
H 1.771 -7.153 -18.043
H 0.016 -5.776 -24.495
H 10.516 -11.533 -27.404
H 9.197 -8.127 -24.027
H 5.506 -20.031 -16.969
H 12.598 -6.678 -24.886
H -1.418 -1.851 -18.835
H 10.749 -10.327 -28.742
H -2.510 -2.963 -21.212
H -2.929 -3.844 -17.281
H -0.789 -5.376 -17.639
H 8.372 -2.252 -24.671
H 11.415 -6.472 -22.580
H 3.863 -18.700 -18.207
H 3.250 -16.264 -15.342
H 5.140 -17.302 -15.827
H -2.460 -4.987 -22.334
H -4.393 -8.395 -18.989
H -0.984 -2.980 -23.458
H -3.364 -6.887 -21.313
H -0.063 -15.718 -19.030
H 2.347 -15.285 -13.198
H 4.797 -20.950 -14.860
H 5.884 -16.305 -19.284
H 10.377 -7.698 -27.949
H -1.272 -2.259 -15.048
H 7.491 -17.277 -20.615
H 5.069 -14.590 -14.598
H 9.997 -2.914 -25.147
H 3.453 -19.985 -15.356
H 11.012 -8.036 -24.416
H 10.878 -4.801 -26.782
H 5.601 -16.092 -22.200
H 11.405 -4.635 -25.109
H -1.413 -0.249 -16.686
H 4.677 -15.274 -20.078
H -1.636 -16.794 -15.892
H 1.050 -4.879 -20.004
H -1.659 -5.340 -24.589
H -2.965 -0.588 -16.936
H 8.366 -6.369 -27.171
H 7.995 -7.679 -26.014
H 15.487 -6.207 -27.321
H -2.965 -2.651 -15.454
H 2.204 -14.796 -15.602
H 6.050 -17.744 -17.218
H 9.289 -8.360 -21.497
H 6.803 -18.705 -21.496
H 12.132 -7.190 -26.505
H -0.653 -17.637 -18.009
H 1.679 -4.066 -17.222
H 2.931 -18.020 -16.877
H -5.398 -7.147 -19.828
H -0.170 -15.769 -15.639
H 9.284 -1.364 -22.674
H -4.297 -5.095 -19.692
H -3.730 -2.895 -18.452
H -0.386 -4.473 -25.443
H -0.701 -6.280 -19.129
H -4.429 -9.618 -21.360
H -2.479 -7.508 -19.878
H 1.990 -15.918 -19.984
H 0.320 -3.821 -22.820
H 3.441 -14.165 -12.442
H 11.048 -9.388 -26.485
H 5.220 -17.688 -22.772
H 4.659 -19.441 -14.126
H 9.938 -4.329 -23.129
H 14.656 -7.652 -26.651
H 9.135 -10.869 -28.183
H 13.341 -5.604 -27.612

=====

Record 3
161
Properties=species:S:1:pos:R:3 method="wB97M-V/def2-TZVPD" energy_ha=-2991.9195 max_force_ev_per_a=11.1 relative_energy_kj_mol=3243.4 charge=+2 gap_ev=8.168
P 13.455 -2.600 12.972
P 15.135 0.865 15.918
P 17.757 -4.966 11.997
O 15.692 -3.353 12.563
C 19.064 -1.367 13.616
C 15.712 -1.440 8.150
C 14.304 -1.512 10.326
C 13.072 -5.812 10.318
C 13.309 4.457 15.220
C 13.127 -4.627 16.095
C 17.016 -0.796 11.487
C 14.266 3.308 15.182
C 14.306 -1.261 11.928
C 12.759 -4.552 10.967
C 16.411 1.185 17.171
C 19.468 -5.756 11.740
C 13.164 -3.110 15.692
C 21.820 -4.893 10.602
C 14.413 -5.053 16.776
C 11.009 -1.809 11.739
C 14.152 -2.627 14.659
C 15.108 0.301 13.012
C 17.969 -7.569 14.327
C 19.786 1.877 15.643
C 20.212 -0.376 13.402
C 16.017 0.720 14.175
C 16.283 -5.279 9.623
C 15.482 -5.686 7.159
C 11.664 -2.353 13.021
C 13.709 -4.176 12.154
C 18.021 -8.166 15.696
C 15.523 -0.943 9.578
C 12.057 -6.386 9.334
C 17.611 2.072 16.974
C 17.142 -4.352 10.423
C 22.729 -5.696 11.559
C 20.326 -5.292 10.461
C 16.459 -6.134 12.719
C 13.769 2.103 15.850
C 16.724 -6.766 14.111
C 18.750 1.152 16.352
C 11.973 4.275 14.478
C 17.995 -3.607 13.201
C 16.393 -4.897 8.190
C 16.916 -3.781 15.132
C 15.481 -2.001 16.520
C 14.489 -0.876 16.180
C 16.486 -2.341 15.296
C 15.821 0.149 11.619
C 9.427 -2.017 11.808
C 8.673 -1.468 12.978
C 19.054 -2.636 12.675
H 12.348 -4.811 16.835
H 18.843 -2.298 11.660
H 20.020 0.562 13.925
H 15.258 -5.165 9.976
H 15.619 -2.511 7.968
H 15.080 -0.124 10.868
H 16.383 -1.301 10.144
H 15.583 0.134 9.730
H 15.340 -1.408 12.241
H 23.757 -5.425 11.320
H 13.903 -1.067 15.281
H 17.764 -0.674 12.271
H 17.575 -4.153 15.916
H 22.581 -5.528 12.626
H 11.424 -2.423 10.939
H 13.240 -6.608 11.043
H 8.969 -1.537 10.943
H 21.060 -0.724 13.992
H 16.143 -3.871 7.919
H 15.020 -0.993 7.436
H 8.943 -2.066 13.849
H 12.888 -5.231 15.219
H 17.381 -5.128 7.790
H 13.475 2.250 16.889
H 11.211 -3.287 13.352
H 20.271 -5.998 9.632
H 16.659 -6.288 9.792
H 19.570 2.409 14.716
H 16.245 -7.012 12.109
H 11.965 3.912 13.450
H 13.907 5.200 14.692
H 16.635 -6.009 14.889
H 15.522 -6.765 7.307
H 11.055 -6.618 9.695
H 11.417 -1.535 13.699
H 12.122 -2.801 15.607
H 20.022 -3.136 12.707
H 13.211 4.987 16.167
H 17.375 -1.734 15.465
H 19.992 -5.638 12.689
H 16.822 0.183 17.290
H 9.216 -3.064 11.591
H 17.971 -8.368 13.585
H 16.779 -1.859 11.530
H 15.929 -5.584 6.170
H 14.473 -5.274 7.183
H 14.478 3.083 14.137
H 14.887 -2.904 16.662
H 15.280 3.592 15.466
H 15.901 1.591 18.045
H 16.088 1.105 11.168
H 18.872 -8.841 15.776
H 14.407 -1.599 14.915
H 21.940 -3.829 10.804
H 11.341 -0.781 11.595
H 13.382 -1.074 9.944
H 17.555 -3.963 14.268
H 13.448 -2.625 16.626
H 14.327 -6.110 17.024
H 16.829 0.001 14.290
H 16.021 -2.015 14.366
H 17.495 2.971 16.368
H 13.693 -0.789 16.920
H 13.824 -4.953 12.909
H 18.274 -3.925 14.206
H 22.604 -6.778 11.503
H 16.511 -3.497 10.669
H 7.632 -1.736 12.801
H 15.555 -5.528 12.787
H 17.937 2.536 17.905
H 18.102 -7.491 16.548
H 19.274 -6.814 11.560
H 14.295 -2.587 10.144
H 16.124 -2.873 11.830
H 12.985 1.477 15.423
H 14.632 -0.664 13.192
H 8.831 -0.444 13.316
H 18.842 -6.967 14.078
H 18.068 -0.925 13.637
H 15.896 -7.456 14.276
H 14.682 -4.426 17.626
H 16.120 -4.501 14.938
H 12.382 -7.355 8.954
H 17.113 -8.734 15.897
H 11.941 -5.649 8.540
H 20.713 1.310 15.549
H 11.333 5.155 14.540
H 19.277 -1.694 14.634
H 15.818 -1.749 17.526
H 13.929 -0.298 12.273
H 22.232 -5.017 9.601
H 15.134 -3.096 14.612
H 19.364 0.544 17.016
H 15.257 -5.054 16.085
H 19.897 -4.462 9.899
H 16.728 -1.093 7.963
H 14.316 1.043 12.913
H 14.023 -5.641 9.813
H 14.709 -3.986 11.766
H 11.378 3.521 14.994
H 16.563 1.664 14.161
H 17.093 -3.003 13.299
H 17.906 -3.722 9.967
H 17.507 -0.648 10.525
H 12.725 -3.803 10.177
H 19.993 2.822 16.145
H 11.764 -4.672 11.395
H 20.381 -0.200 12.340
H 18.294 0.507 15.601